The following is a DFT calculation (the ωB97M-V functional and the def2-TZVPD basis) of C30H23BCl2F6O2S as an isolated structure at a distorted geometry.

Molar mass (u): 643.3
HOMO-LUMO gap (eV): 4.942
Calculated total energy (Ha): -3250.050488
Highest occupied orbital energy (eV): -7.216
LUMO energy (eV): -2.3

ORCA input file:
```
! wB97M-V def2-TZVPD RIJCOSX def2/J DEFGRID3
* xyz 0 1
C 5.77820 1.63727 -1.28456
C 4.54032 1.85215 -0.48422
C 3.64058 2.88705 -0.60548
C 2.53007 2.82903 0.29921
C 2.55216 1.70159 1.08002
B 1.60886 1.43575 2.52318
C 0.75035 0.72772 1.35897
C 0.77346 -0.66288 1.17884
C -0.15167 -1.27126 0.34249
C -0.12629 -2.77506 0.23074
F -0.76147 -3.23528 -0.88352
F 1.14704 -3.27058 0.20247
F -0.74984 -3.36557 1.30786
C -1.09620 -0.53995 -0.35170
C -1.10478 0.83958 -0.17480
C -2.10785 1.68115 -0.90640
F -2.44276 2.80736 -0.19412
F -1.66098 2.10575 -2.12013
F -3.27660 1.00251 -1.12626
C -0.20862 1.47095 0.66666
O 2.55515 0.69362 3.29625
C 3.35686 1.69035 3.95125
C 2.61806 3.03776 3.79894
O 1.47603 2.80403 2.94952
S 3.96493 0.74956 0.76476
H 5.90224 2.47234 -1.98597
H 6.68232 1.58449 -0.66153
H 5.71390 0.71450 -1.87897
H 3.78099 3.68631 -1.32806
H 1.74930 3.57290 0.33886
H 1.52210 -1.27133 1.67934
H -1.81081 -1.01029 -1.01470
H -0.26611 2.54617 0.80718
H 3.48368 1.40115 5.00898
H 4.33024 1.70130 3.43179
H 2.28496 3.41815 4.78393
H 3.24641 3.78864 3.30198
Cl 1.79829 1.46004 9.66832
C 1.32496 1.32662 8.03613
C 1.76565 0.23636 7.26520
C 1.40933 0.15330 5.93055
C 0.59245 1.13687 5.32413
C 0.11445 0.94966 3.94763
C -1.14352 1.52277 3.57164
C -2.14784 0.80568 2.99179
C -3.49759 1.26126 2.69409
C -4.34147 0.48714 1.85625
C -5.59917 0.93957 1.49269
C -6.06550 2.15995 2.00341
Cl -7.59941 2.74965 1.50599
C -5.28763 2.90377 2.90460
C -4.01275 2.45372 3.24890
C 0.13595 2.20687 6.12013
C 0.50412 2.31118 7.45892
H 2.37166 -0.54361 7.72309
H 1.68509 -0.72917 5.35025
H 0.36378 -0.02684 3.53627
H -1.26487 2.60457 3.75828
H -1.92426 -0.24880 2.77409
H -3.97807 -0.46887 1.47263
H -6.22157 0.37371 0.79595
H -5.68720 3.83100 3.30256
H -3.40432 3.02165 3.94861
H -0.59246 2.91786 5.70418
H 0.13874 3.14006 8.07153
*
```

=====

The following is a DFT calculation (the ωB97M-V functional and the def2-TZVPD basis) of C36H40InN6O2S4SiTe as an isolated structure.

Molar mass (u): 987.5
Relative energy (zero: lowest compared OMol25 entry of this formula, charge and spin) (kJ/mol): 24.4
HOMO-LUMO gap (eV): 7.336
Calculated total energy (Ha): -4215.375923
Highest occupied orbital energy (eV): -5.096
LUMO energy (eV): 2.2

ORCA input file:
```
! wB97M-V def2-TZVPD RIJCOSX def2/J DEFGRID3
* xyz -1 1
In -0.56203 -0.25051 0.83195
S -1.05285 1.35058 3.15987
C 0.58134 1.65118 2.86497
N 1.24865 1.08894 1.87913
C 2.58269 1.46741 1.85232
C 3.53296 1.03898 0.92838
C 4.82969 1.51042 1.03184
C 5.19562 2.40532 2.03946
C 4.25891 2.84050 2.96523
C 2.95720 2.36636 2.86360
S 1.57146 2.72529 3.85224
H 3.25289 0.36008 0.13781
H 5.56664 1.17954 0.31114
H 6.21660 2.75974 2.10370
H 4.53504 3.53144 3.75193
C -1.53970 1.29002 -0.38325
Si -2.89410 0.55349 -1.38624
C -2.15133 -1.05744 -2.07152
N -1.76252 -2.06062 -1.06788
C -2.97852 -2.73508 -0.56063
C -2.66039 -4.11168 -0.00066
C -2.20924 -5.05499 -1.12890
C -1.50512 -4.25701 -2.23576
C -0.80581 -3.04540 -1.63422
C -4.47160 0.35139 -0.39178
C -5.57737 -0.30750 -0.94064
C -6.75326 -0.46308 -0.22429
C -6.84867 0.04977 1.06482
C -5.77159 0.72204 1.61987
C -4.59372 0.86975 0.89607
C -3.42781 1.51600 -2.92821
C -2.71568 1.43256 -4.12620
C -3.09212 2.14772 -5.25436
C -4.20919 2.96963 -5.20997
C -4.94054 3.06570 -4.03468
C -4.55338 2.34574 -2.91149
H -1.85778 2.08800 0.28709
H -0.71265 1.62251 -1.01769
H -1.23020 -0.71117 -2.55334
H -2.78161 -1.51051 -2.85472
H -3.70400 -2.84950 -1.38270
H -3.44567 -2.09964 0.18683
H -3.54908 -4.50324 0.49722
H -1.88312 -4.02156 0.75814
H -3.07058 -5.58584 -1.54252
H -1.53115 -5.81164 -0.72746
H -2.22773 -3.92324 -2.98630
H -0.77105 -4.87341 -2.75875
H -0.18951 -2.53594 -2.37085
H -0.13204 -3.38111 -0.84146
H -5.51839 -0.70176 -1.95109
H -7.59504 -0.98177 -0.66744
H -7.75911 -0.08519 1.63627
H -5.83699 1.11858 2.62538
H -3.75229 1.37387 1.35688
H -1.85223 0.78608 -4.19008
H -2.51289 2.06358 -6.16610
H -4.50999 3.52846 -6.08783
H -5.81676 3.70174 -3.99193
H -5.13933 2.43205 -2.00326
C 3.75254 -2.34654 1.46904
Te 1.68260 -2.47535 1.94946
C 1.93017 -1.71546 3.91457
H 4.13605 -1.37640 1.77603
H 3.85484 -2.44110 0.38910
H 4.29362 -3.14514 1.97185
H 2.45217 -2.43691 4.53761
H 0.93314 -1.52327 4.30555
H 2.48873 -0.78225 3.85382
O -2.91791 -0.87495 2.17008
N -2.25632 -1.68020 2.79302
O -1.05131 -1.81531 2.37284
N 1.96799 4.07257 -0.66907
C 2.38267 3.33650 -1.74342
N 1.59592 2.62297 -2.46521
C 2.29420 2.04315 -3.51347
C 1.74339 1.19185 -4.46238
C 2.54827 0.68694 -5.46643
C 3.90116 1.02266 -5.53822
C 4.46890 1.86307 -4.59460
C 3.65651 2.35762 -3.58594
S 4.06860 3.40080 -2.25508
H 1.07494 3.77748 -0.30133
H 2.66004 4.27907 0.03252
H 0.70219 0.92939 -4.37638
H 2.12808 0.01082 -6.20038
H 4.51591 0.61672 -6.33122
H 5.51856 2.12283 -4.64419
S 3.42278 -1.05274 -2.10382
C 1.96959 -0.77621 -1.41243
N 0.96598 -0.52662 -0.86350
*
```